(1)
Here is one molecule with the formula C2H3F3O2 in a non-equilibrium geometry from the Open Molecules 2025 dataset. Energies are from wB97M-V/def2-TZVPD.

Summary:
SMILES string = OC(O)(F)C(F)F

Last column: Löwdin charge in e.
Cartesian coordinates (Å):
C 0.9212 -0.5264 -0.0141  -0.19
C -0.2979 0.4101 -0.0568  -0.57
O -1.3536 -0.0619 -0.8316  0.10
O -0.7315 0.6609 1.1822  0.13
F 0.2811 -1.8706 -0.0579  -0.03
F 1.6256 -0.5185 1.1225  0.11
F 0.1510 1.6071 -0.7447  0.03
H 1.6001 -0.3229 -0.8789  0.18
H -1.4288 -0.9971 -1.0133  0.11
H -0.7672 1.6193 1.2925  0.14

***

(2)
Here is C9H16AuN3O6P2S as an isolated structure from the Open Molecules 2025 dataset. Energies are from wB97M-V/def2-TZVPD.

Last column: Löwdin charge in e.
Cartesian coordinates (Å):
Au -0.2792 0.0207 1.2342  0.55
N -3.1042 2.5199 -2.1898  0.15
C -1.9142 1.8371 -1.5522  -0.50
C -0.6035 2.4129 -2.0454  -0.09
P -2.2158 0.0300 -1.8348  0.29
O -1.3179 -0.1869 -3.1856  -0.16
O -3.6722 -0.0263 -2.1747  -0.32
O -1.6711 -0.8064 -0.7223  -0.41
P -2.1860 2.2586 0.2632  0.30
O -3.3690 1.2700 0.7035  -0.15
O -2.7221 3.6406 0.2075  -0.30
O -0.9247 2.0118 1.0695  -0.45
H -2.9081 2.8838 -3.1172  0.16
H -3.3832 3.2762 -1.5265  0.12
H -3.8210 1.7436 -2.2534  0.12
H -0.5320 2.3553 -3.1329  0.08
H 0.2211 1.8436 -1.6188  0.08
H -0.5039 3.4517 -1.7222  0.09
H -1.5414 -1.0607 -3.5419  0.07
H -3.1289 0.3270 0.6249  0.05
N 2.9260 -0.7325 1.6835  0.12
C 2.2317 -1.7488 1.1723  -0.83
S 0.6135 -2.0678 1.6138  0.62
N 2.8229 -2.5910 0.3180  0.06
C 4.1715 -2.6333 -0.1195  -0.24
C 5.2396 -2.4450 0.7515  -0.04
C 6.5383 -2.5488 0.2754  -0.07
C 6.7786 -2.8465 -1.0564  -0.08
C 5.7105 -3.0430 -1.9206  -0.07
C 4.4112 -2.9377 -1.4559  -0.02
H 2.4237 -0.0746 2.2568  0.08
H 3.8056 -0.4477 1.2829  0.11
H 2.1888 -3.2512 -0.1055  0.13
H 5.0621 -2.2594 1.8025  0.12
H 7.3652 -2.4158 0.9604  0.11
H 7.7942 -2.9394 -1.4169  0.11
H 5.8890 -3.2804 -2.9607  0.11
H 3.5730 -3.0874 -2.1259  0.12

***

(3)
Here is a 2-piece molecular cluster, C3H8O2Si overall in a non-equilibrium geometry from the Open Molecules 2025 dataset. Energies are from wB97M-V/def2-TZVPD.

Summary:
SMILES string = O=[SiH2].C=C(C)O

Last column: Löwdin charge in e.
Cartesian coordinates (Å):
C -0.8357 -0.1429 0.5153  -0.51
C -1.8394 -0.5289 -0.5694  -0.01
C -0.2054 1.0154 0.5005  -0.07
O -0.7665 -0.9462 1.5751  0.07
O 2.4946 -0.8854 0.7381  -0.43
Si 2.2975 -0.0597 -0.5055  0.58
H -1.2175 -0.3489 -1.4841  0.07
H -2.3146 -1.4778 -0.5887  0.06
H -2.6208 0.3836 -0.6910  0.14
H -0.2923 1.8138 -0.1632  0.05
H 0.5583 1.2323 1.2834  0.07
H -0.1061 -0.5705 2.1829  0.12
H 3.5407 0.5540 -1.1674  -0.06
H 1.3072 -0.0388 -1.6262  -0.06

***

Here are the calculated electronic energy numbers, same order: -528.07532; -2185.11534; -559.00183 (a.u.).